Entry 1:
ORCA calculation (ωB97M-V/def2-TZVPD) on a 2-piece molecular cluster, C3H3N2O2 overall.

```
10
Properties=species:S:1:pos:R:3
H -1.74010 0.08428 0.95983
N 2.50312 2.28751 -0.12631
C 0.10289 -0.15067 -0.07618
H -1.87012 -0.81521 -0.49903
O 1.19225 -2.47016 -0.46531
N 1.38262 2.13428 -0.32009
O 0.64818 -0.84923 1.17453
C -1.40357 0.13085 -0.02848
C 0.66251 -1.46233 -0.03668
H -1.47778 1.11069 -0.58227
```

Properties
**HOMO level**: -1.95 eV
**Total charge**: -1
**E**: -10233.169 eV
**Gap between HOMO and LUMO**: 6.414 eV

***

Entry 2:
ORCA calculation (ωB97M-V/def2-TZVPD) on an isolated ion of composition C3H3N2O2 and charge -1.

```
10
Properties=species:S:1:pos:R:3
C 1.01955 -0.26306 -0.34205
N 0.02504 1.60606 0.78090
C -1.56504 -0.26898 -0.10802
H 1.05255 0.08429 -1.46478
O -1.90235 -1.01235 0.79078
H 2.42677 -1.57099 -0.19965
O -1.94475 0.17675 -1.15499
H -0.84305 1.84160 1.10621
C -0.00691 0.45968 0.23229
N 1.73817 -1.05299 0.35930
```

Properties
**HOMO level (spin up / spin down)**: -0.05 / -4.83 eV
**Spin multiplicity**: 3
**Total charge**: -1
**E**: -10231.129 eV
**Gap between HOMO and LUMO (spin up / spin down)**: 4.305 / 6.919 eV

***

Entry 3:
ORCA calculation (ωB97M-V/def2-TZVPD) on an isolated ion of composition C3H3N2O2 and charge +1.

```
10
Properties=species:S:1:pos:R:3
H -0.52823 -1.99210 0.11601
C 0.50939 -0.20257 0.55085
O -2.75893 -0.54318 -0.26397
N -0.47067 -1.02613 0.30373
C 1.56706 0.51171 -0.13974
O -1.11025 1.10704 -0.16912
H 2.04506 0.00860 -1.04454
C -1.64034 -0.18553 -0.10260
H 2.30428 1.23762 0.29230
N 0.08263 1.08453 0.45708
```

Properties
**HOMO level**: -16.81 eV
**SMILES**: O=c1[nH]c2[n+](o1)C2
**Total charge**: +1
**E**: -10222.571 eV
**Gap between HOMO and LUMO**: 10.460 eV

***

Entry 4:
ORCA calculation (ωB97M-V/def2-TZVPD) on an isolated ion of composition C3H3N2O3P and charge -2.

```
12
Properties=species:S:1:pos:R:3
H 0.85389 0.44486 -1.18542
C -0.44386 0.16623 0.52723
O -2.91563 1.19015 0.70812
H -0.72812 -0.48313 1.32965
P -1.84574 1.18373 -0.37146
O -2.27438 0.41031 -1.59162
C 0.62200 -0.00362 -0.22691
N 1.46397 -2.18943 1.69858
C 1.80855 -0.88570 -0.18018
H 2.70439 -0.69773 -0.80257
O -1.23713 2.52928 -0.68155
N 1.99206 -1.66495 0.77613
```

Properties
**HOMO level**: 0.91 eV
**Total charge**: -2
**E**: -21568.851 eV
**Gap between HOMO and LUMO**: 5.173 eV

***

Entry 5:
ORCA calculation (ωB97M-V/def2-TZVPD) on an isolated ion of composition C3H3N2S and charge -1.

```
9
Properties=species:S:1:pos:R:3
C -1.21831 -0.22547 -0.69462
N 1.19622 0.19661 0.65030
H -0.01657 1.19929 2.11414
C 0.04810 0.70215 1.11205
S 2.75779 -0.10138 0.88434
H -1.27504 -1.40943 -2.48674
H 1.05634 -0.05312 -0.19626
C -1.53314 -0.64977 -1.79626
N -1.01540 0.34113 0.41305
```

Properties
**HOMO level**: -2.53 eV
**SMILES**: C#C/N=C\N[S-]
**Total charge**: -1
**E**: -16972.319 eV
**Gap between HOMO and LUMO**: 6.607 eV

***

Entry 6:
ORCA calculation (ωB97M-V/def2-TZVPD) on one molecule with the formula C3H3N3.

```
9
Properties=species:S:1:pos:R:3
C -1.48959 -0.15141 0.32813
C 0.77375 0.83467 -0.39465
H 0.57153 1.84653 -0.68672
H -2.13886 0.64173 -0.00995
N 1.80342 -1.01991 -0.03664
N 0.67181 -1.30817 0.34700
H -1.95676 -0.99966 0.80047
C -0.17018 -0.12208 0.16269
N 1.93488 0.27831 -0.51032
```

Properties
**HOMO level**: -10.18 eV
**SMILES**: C=C1C=NN=N1
**E**: -7627.054 eV
**Gap between HOMO and LUMO**: 8.858 eV

***

Entry 7:
ORCA calculation (ωB97M-V/def2-TZVPD) on C3H3N3 as an isolated structure.

```
9
Properties=species:S:1:pos:R:3
N -0.65409 1.27865 -0.31867
C 1.10915 -1.11775 -0.44210
H 1.12195 0.22236 1.25264
H 0.04696 1.72478 -0.88402
C 0.50532 -0.15020 0.42510
N 1.66657 -1.83322 -1.16195
N -1.59674 -0.91433 1.36536
C -0.81660 -0.27595 0.80759
H -1.45866 1.03947 -0.93728
```

Properties
**HOMO level**: -10.25 eV
**E**: -7624.769 eV
**Gap between HOMO and LUMO**: 8.562 eV

***

Entry 8:
ORCA calculation (ωB97M-V/def2-TZVPD) on one molecule with the formula C3H3N3.

```
9
Properties=species:S:1:pos:R:3
N 2.20193 -0.71615 -0.44556
H -0.08586 0.31262 1.55437
C -0.42250 1.58305 -0.05730
H -0.82215 -1.00170 -1.14306
N -0.81610 -0.94836 -0.12411
C -0.04832 0.21887 0.44369
N -0.70640 2.63741 -0.44518
C 1.25469 -0.21462 -0.02000
H -0.55530 -1.87112 0.23716
```

Properties
**HOMO level**: -10.49 eV
**SMILES**: N#CC(N)C#N
**E**: -7628.077 eV
**Gap between HOMO and LUMO**: 10.931 eV

***

Entry 9:
ORCA calculation (ωB97M-V/def2-TZVPD) on one molecule with the formula C3H3N3.

```
9
Properties=species:S:1:pos:R:3
H -2.18329 0.94937 -0.22209
C 1.18375 -0.15387 0.10820
N 0.76237 -1.40224 -0.08976
C -1.10130 0.51562 0.06773
H 0.69185 1.78567 -0.06167
H 2.13730 -0.03559 0.30087
N -1.36549 -0.79136 0.08263
N -0.45171 -1.71998 -0.04706
C 0.32651 0.85237 -0.13883
```

Properties
**HOMO level**: -9.62 eV
**SMILES**: c1cnnnc1
**E**: -7626.037 eV
**Gap between HOMO and LUMO**: 9.658 eV

***

Entry 10:
ORCA calculation (ωB97M-V/def2-TZVPD) on one molecule with the formula C3H3N3O.

```
10
Properties=species:S:1:pos:R:3
C -0.23397 -0.77960 0.14984
N -0.62727 0.37474 -0.23610
O -2.85334 -0.02831 0.31717
C -2.01516 0.56973 -0.31616
C 1.88509 -0.21356 0.18678
N 1.08368 -1.12990 0.32524
H 3.44406 0.56980 -0.00600
H -0.90072 -1.60466 0.35845
H -2.27313 1.37719 -1.02269
N 2.38528 0.87772 0.08717
```

Properties
**HOMO level**: -10.08 eV
**SMILES**: N=C=N/C=N/C=O
**E**: -9675.113 eV
**Gap between HOMO and LUMO**: 10.028 eV

***

Entry 11:
ORCA calculation (ωB97M-V/def2-TZVPD) on C3H3N3O as an isolated structure.

```
10
Properties=species:S:1:pos:R:3
H -1.95400 -0.76930 1.15148
C 0.45147 0.16522 -0.24420
N 1.77032 0.10892 -0.25280
N -0.27012 0.83596 -1.17540
H 3.21562 -0.55167 0.69662
C -1.36866 -0.41444 0.34637
O 2.13469 -0.32766 0.96861
C -1.45345 0.61877 -0.78236
N -0.16821 -0.67675 0.58691
H -2.35767 1.01096 -1.29523
```

Properties
**HOMO level**: -9.37 eV
**E**: -9672.923 eV
**Gap between HOMO and LUMO**: 8.384 eV

***

Entry 12:
ORCA calculation (ωB97M-V/def2-TZVPD) on one molecule with the formula C3H3N3O.

```
10
Properties=species:S:1:pos:R:3
N 2.03854 -0.55596 0.10099
C 1.71206 0.74098 -0.03077
H -2.07901 1.19935 0.22794
C -1.41673 -0.66941 -0.11793
N 0.92517 -1.26828 0.00789
H -1.49829 -1.81405 -0.09610
C -0.02850 -0.34556 -0.18067
N 0.39718 0.92802 -0.14741
O -2.43631 0.21677 0.09778
H 2.38589 1.56813 0.13829
```

Properties
**HOMO level**: -10.10 eV
**SMILES**: O/C=C1\N=CN=N1
**E**: -9674.878 eV
**Gap between HOMO and LUMO**: 8.634 eV

***

Entry 13:
ORCA calculation (ωB97M-V/def2-TZVPD) on a 2-piece molecular cluster, C3H3N3O overall.

```
10
Properties=species:S:1:pos:R:3
C 0.92386 0.64412 -0.50592
O 1.81470 -1.56842 -0.72930
C 0.35931 1.01923 0.61554
N -2.08933 -1.85646 0.37582
H 0.12415 -1.04546 -1.67930
H -1.10209 1.61651 1.66564
N -2.21673 -0.82127 0.72927
H 1.34196 1.40400 -1.15793
C 0.95413 -0.77312 -1.00141
N -0.10995 1.38088 1.68759
```

Properties
**HOMO level**: -9.59 eV
**SMILES**: N=C=CC=O.N#N
**E**: -9676.216 eV
**Gap between HOMO and LUMO**: 10.298 eV

***

Entry 14:
ORCA calculation (ωB97M-V/def2-TZVPD) on one molecule with the formula C3H3N3O.

```
10
Properties=species:S:1:pos:R:3
H -2.18389 -0.98487 -1.12872
H 2.27781 1.25250 1.38422
C -0.82557 -0.68277 0.64046
N -0.52162 -0.00524 -1.69447
N 0.27019 -0.17275 1.04590
H -1.41740 -1.39254 1.30161
C -1.30908 -0.43420 -0.72971
N 2.05720 1.23379 0.34225
C 1.02419 0.59920 0.09041
O 0.62818 0.58688 -1.25195
```

Properties
**HOMO level**: -9.91 eV
**SMILES**: [H]/N=c1\nccno1
**E**: -9674.384 eV
**Gap between HOMO and LUMO**: 9.135 eV

***

Entry 15:
ORCA calculation (ωB97M-V/def2-TZVPD) on a 2-piece molecular cluster, C3H3N3O overall.

```
10
Properties=species:S:1:pos:R:3
C -0.93568 -0.11489 0.42744
N 1.67166 0.49238 -1.13120
N -0.47348 -1.12899 -1.83980
H -0.16883 -0.65799 -2.68411
C -0.60040 -0.54829 -0.78124
O -0.40962 0.41312 2.68791
N 2.23065 0.67572 -0.20105
C -0.06112 0.30453 1.53341
H -2.00427 -0.04253 0.58917
H 0.95893 0.59809 1.25667
```

Properties
**HOMO level**: -9.59 eV
**SMILES**: N=C=CC=O.N#N
**E**: -9676.069 eV
**Gap between HOMO and LUMO**: 9.840 eV

***

Entry 16:
ORCA calculation (ωB97M-V/def2-TZVPD) on one molecule with the formula C3H3N3O.

```
10
Properties=species:S:1:pos:R:3
N 0.30303 1.12294 0.08716
C -0.93038 1.08961 0.02013
N 2.29773 -0.19537 -0.11685
C 1.09262 -0.11487 -0.00359
O 0.30985 -1.29265 0.15765
N -1.74594 -0.06725 -0.07924
C -1.06553 -1.14229 -0.06830
H -1.62761 -2.13786 -0.03257
H 2.91033 0.70946 0.01059
H -1.54410 2.02827 0.02500
```

Properties
**HOMO level**: -10.28 eV
**SMILES**: [H]/N=c1\ncnco1
**E**: -9675.834 eV
**Gap between HOMO and LUMO**: 10.353 eV

***

Entry 17:
ORCA calculation (ωB97M-V/def2-TZVPD) on one molecule with the formula C3H3N3O.

```
10
Properties=species:S:1:pos:R:3
C -1.52401 -0.53748 0.07537
O 2.77702 0.01374 -0.01537
H -2.31193 -1.28104 0.05910
N -0.51956 -0.74368 0.86939
C 1.63993 -0.29820 0.12713
H 1.24533 -1.29892 -0.08469
H 0.13407 2.06062 -0.66313
N -1.44715 0.61269 -0.67909
N 0.31799 0.33724 0.61873
C -0.31169 1.13505 -0.30745
```

Properties
**HOMO level**: -10.84 eV
**SMILES**: O=Cn1cncn1
**E**: -9675.517 eV
**Gap between HOMO and LUMO**: 11.198 eV

***

Entry 18:
ORCA calculation (ωB97M-V/def2-TZVPD) on an isolated ion of composition C3H3N3O2 and charge -2.

```
11
Properties=species:S:1:pos:R:3
O -2.85650 -0.77265 -1.65259
H -0.70220 -1.74335 0.05483
H -0.51421 2.35865 0.06947
C -1.04231 0.26830 -0.46239
O -3.18704 1.30641 -0.91444
C 0.94697 -0.31790 0.33224
N 0.90390 0.95437 0.61081
N -2.33888 0.27799 -1.03514
C -0.33911 1.37947 0.06934
H 1.96290 -0.82701 0.58174
N -0.16457 -0.87393 -0.42186
```

Properties
**HOMO level**: 3.79 eV
**SMILES**: [O-]N([O-])c1cnc[nH]1
**Total charge**: -2
**E**: -11717.261 eV
**Gap between HOMO and LUMO**: 3.435 eV

***

Entry 19:
ORCA calculation (ωB97M-V/def2-TZVPD) on one molecule with the formula C3H3N3O2.

```
11
Properties=species:S:1:pos:R:3
C 1.41884 0.51405 0.16497
N 0.15728 0.00482 0.03518
C -1.98439 -0.61653 -0.14929
C -1.09989 0.57568 -0.03921
H 1.49250 1.55077 0.63588
N 2.42869 -0.30174 -0.26116
H -3.01674 -0.69607 -0.34369
H 3.26286 0.19380 -0.18161
O -1.47641 1.78777 -0.04065
N -1.22321 -1.72770 0.09741
O 0.04048 -1.28485 0.08215
```

Properties
**HOMO level**: -9.72 eV
**SMILES**: [H]/N=C/n1oncc1=O
**E**: -11720.319 eV
**Gap between HOMO and LUMO**: 9.059 eV

***

Entry 20:
ORCA calculation (ωB97M-V/def2-TZVPD) on one molecule with the formula C3H3N3O2.

```
11
Properties=species:S:1:pos:R:3
O 1.52930 0.71427 1.98934
N 1.25318 0.31789 0.90298
C -0.13687 -0.24884 0.58580
H -1.48282 1.91619 0.02891
N -0.53569 -0.63582 -1.67017
O 2.04994 0.29475 -0.01588
N -1.13782 0.61406 -1.49068
H 0.35842 -2.13342 -0.81904
H -0.74235 -0.76307 1.46385
C -1.06293 1.05242 -0.33590
C -0.09237 -1.12843 -0.63920
```

Properties
**HOMO level**: -10.67 eV
**SMILES**: O=[N+]([O-])C1C=NN=C1
**E**: -11718.602 eV
**Gap between HOMO and LUMO**: 10.383 eV